(i)
The following is a DFT calculation (ωB97M-V/def2-TZVPD) of a 2-piece molecular cluster, C8H13NO overall.

- Total charge: 0
- E_LUMO: 0.56 eV

Geometry as XYZ:
```
23
Properties=species:S:1:pos:R:3:mulliken_charge:R:1
N -3.60 -0.40 3.20 -0.427
C -3.17 -0.61 2.14 0.133
C -2.50 -0.74 0.84 -0.329
C -1.07 -1.28 0.94 -0.839
C -0.33 -1.18 -0.39 -0.133
C 0.19 0.18 -0.95 -0.397
C 1.33 0.13 0.11 -0.660
C 1.22 -1.31 -0.47 -0.358
C 1.12 -0.65 -1.87 -0.513
H -3.12 -1.39 0.19 0.294
H -2.54 0.25 0.36 0.276
H -0.53 -0.78 1.74 0.336
H -1.12 -2.34 1.23 0.339
H -0.86 -1.78 -1.15 0.416
H -0.41 1.06 -1.22 0.455
H 2.23 0.70 -0.14 0.286
H 1.07 0.27 1.16 0.161
H 1.83 -2.18 -0.20 0.442
H 0.63 -1.23 -2.66 0.258
H 2.02 -0.14 -2.24 0.264
O 2.90 4.41 -0.34 -0.651
H 2.11 4.17 -0.83 0.318
H 2.61 4.83 0.54 0.331
```

(ii)
The following is a DFT calculation (ωB97M-V/def2-TZVPD) of C8H13NO as an isolated structure.

- Total charge: 0
- E_LUMO: 0.73 eV

Geometry as XYZ:
```
23
Properties=species:S:1:pos:R:3:mulliken_charge:R:1
C 1.12 -1.75 -1.04 -0.742
C 1.94 0.52 -0.65 -0.673
C 1.25 -0.62 -0.04 1.292
C -0.35 -0.60 -0.50 1.736
C 1.82 -1.03 1.25 -1.415
C -1.33 -0.79 0.74 -1.750
C -0.83 1.83 -0.57 -0.901
C -0.83 0.53 -1.27 -1.247
N -0.13 -1.81 -1.28 -0.796
O 2.70 1.29 -0.17 -0.529
H 1.93 -2.32 -1.47 0.431
H 1.54 0.64 -1.59 0.616
H 2.08 -0.09 1.84 0.326
H 2.69 -1.80 1.25 0.287
H 1.04 -1.68 1.71 0.369
H -2.35 -0.51 0.27 0.445
H -1.19 -0.05 1.59 0.323
H -1.53 -1.86 0.94 0.464
H -1.42 1.76 0.51 0.184
H -1.31 2.65 -1.08 0.430
H 0.20 2.20 -0.30 0.218
H -0.11 0.64 -2.08 0.380
H -1.75 0.24 -1.66 0.552
```

(iii)
The following is a DFT calculation (ωB97M-V/def2-TZVPD) of one molecule with the formula C8H13NO.

- Total charge: 0
- SMILES string: C=C=C(C)OCN=C(C)C
- E_LUMO: 0.94 eV

Geometry as XYZ:
```
23
Properties=species:S:1:pos:R:3:mulliken_charge:R:1
C -0.90 0.81 1.82 -0.943
C -0.56 -0.28 1.20 0.262
C -0.33 -1.51 0.81 0.568
C -1.15 -2.68 1.24 -1.350
O 0.73 -1.86 -0.04 -0.366
C 1.88 -1.06 0.10 -0.475
N 1.73 0.38 0.03 -0.553
C 0.89 0.96 -0.76 1.027
C 0.05 0.36 -1.84 -1.475
C 0.85 2.49 -0.50 -1.242
H -0.30 1.01 2.64 0.283
H -1.42 1.58 1.33 0.337
H -1.88 -2.55 2.04 0.371
H -1.66 -3.27 0.52 0.305
H -0.41 -3.37 1.71 0.283
H 2.45 -1.19 1.01 0.382
H 2.50 -1.32 -0.67 0.362
H 0.42 -0.57 -2.04 0.397
H 0.08 0.80 -2.79 0.471
H -0.89 0.37 -1.43 0.321
H 1.28 2.49 0.45 0.413
H -0.14 2.95 -0.51 0.289
H 1.56 2.93 -1.27 0.332
```

The structure with the least stability is (iii).

(i)
The following is a DFT calculation (ωB97M-V/def2-TZVPD) of a 2-piece molecular cluster, C5H10NP overall.

- Total charge: 0
- E_LUMO (alpha / beta): 0.53 / 0.69 eV

Geometry as XYZ:
```
17
Properties=species:S:1:pos:R:3:mulliken_charge:R:1
C -1.72 0.39 0.06 0.479
C 0.70 -0.74 0.07 0.115
C -1.85 1.83 -0.08 -1.110
C 0.28 -2.11 -0.02 -0.600
C 3.03 0.47 0.03 -1.164
N -2.38 -0.66 0.02 -0.534
P 1.13 0.80 -0.21 -0.089
H -1.11 2.48 -0.58 0.310
H -2.87 2.04 -0.52 0.294
H -1.80 2.30 0.88 0.316
H 0.50 -2.84 -0.75 0.358
H -0.76 -1.92 -0.09 0.161
H 0.48 -2.59 0.94 0.243
H 3.08 0.12 0.99 0.350
H 3.28 -0.15 -0.91 0.279
H 3.42 1.43 0.07 0.387
H -3.40 -0.83 0.10 0.206
```

(ii)
The following is a DFT calculation (ωB97M-V/def2-TZVPD) of a 2-piece molecular cluster, C5H10NP overall.

- Total charge: 0
- E_LUMO (alpha / beta): 0.03 / 0.24 eV

Geometry as XYZ:
```
17
Properties=species:S:1:pos:R:3:mulliken_charge:R:1
C 2.72 -0.58 0.38 -0.395
C 3.79 0.47 0.29 -0.431
C -4.36 0.72 0.19 -0.223
C -4.39 -0.74 0.02 -0.312
C 3.11 -0.01 -0.95 -0.428
N -3.21 0.11 0.00 0.146
P -1.61 0.01 -0.26 -0.273
H 3.02 -1.59 0.61 0.226
H 1.77 -0.30 0.79 0.162
H 3.57 1.47 0.65 0.228
H 4.81 0.18 0.46 0.210
H -4.68 1.45 0.89 0.254
H 3.66 -0.63 -1.63 0.223
H -4.47 -1.43 0.86 0.222
H -4.73 -1.15 -0.92 0.207
H 2.41 0.65 -1.44 0.193
H -1.39 1.36 0.06 -0.008
```

(iii)
The following is a DFT calculation (ωB97M-V/def2-TZVPD) of one molecule with the formula C5H10NP.

- Total charge: 0
- SMILES string: C1CC1PN1CC1
- E_LUMO: 1.19 eV

Geometry as XYZ:
```
17
Properties=species:S:1:pos:R:3:mulliken_charge:R:1
C 1.99 -0.72 -0.43 -0.448
C 2.61 0.57 0.08 -0.557
C 1.16 0.18 0.41 -0.052
P -0.21 1.09 -0.32 -0.207
N -1.52 0.29 0.46 -0.235
C -2.84 0.35 -0.03 -0.316
C -2.10 -0.87 -0.23 -0.502
H 1.60 -0.81 -1.51 0.237
H 2.54 -1.70 0.03 0.196
H 3.22 0.19 0.98 0.220
H 2.64 1.44 -0.54 0.316
H 0.99 -0.10 1.52 0.292
H 0.09 2.21 0.56 0.033
H -3.18 0.83 -0.99 0.260
H -3.53 0.48 0.82 0.251
H -2.30 -1.77 0.39 0.237
H -1.79 -0.83 -1.31 0.277
```

(iv)
The following is a DFT calculation (ωB97M-V/def2-TZVPD) of one molecule with the formula C5H10NP.

- Total charge: 0
- SMILES string: [H]/P=C1/CCCN1C
- E_LUMO: 0.49 eV

Geometry as XYZ:
```
17
Properties=species:S:1:pos:R:3:mulliken_charge:R:1
H 1.82 -1.66 -2.04 0.012
P 1.36 -2.50 -0.93 -0.204
C 0.76 -1.26 -0.03 0.215
C 0.35 -1.10 1.38 -0.449
C 0.53 0.39 1.64 -0.696
C -0.03 1.06 0.40 -0.546
N 0.34 0.30 -0.80 -0.220
C -0.74 0.22 -1.82 -0.899
H -0.74 -1.27 1.28 0.208
H 0.90 -1.81 2.01 0.382
H -0.03 0.74 2.51 0.305
H 1.53 0.67 1.81 0.323
H -1.18 1.04 0.55 0.299
H 0.22 2.12 0.22 0.317
H -1.33 -0.74 -1.68 0.313
H -1.51 0.93 -1.52 0.381
H -0.32 0.32 -2.85 0.259
```

The structure with the least stability is (i).

(i)
The following is a DFT calculation (ωB97M-V/def2-TZVPD) of C3H7NO3 as an isolated structure.

- Total charge: 0
- E_LUMO: -0.86 eV

Geometry as XYZ:
```
14
Properties=species:S:1:pos:R:3:mulliken_charge:R:1
C -1.50 0.09 -0.81 -0.117
C -0.20 1.16 0.75 -1.196
O -1.66 -1.05 -0.27 -0.477
H -0.56 -1.42 0.21 0.440
H -0.76 0.21 -1.60 0.330
H -2.32 0.80 -0.77 0.355
H -1.03 0.83 1.38 0.452
H 0.53 1.39 1.54 0.371
H -0.25 2.07 0.17 0.342
O 1.69 -2.09 -0.11 -0.397
N 0.75 -1.15 0.43 -0.291
C 1.03 0.09 0.14 0.500
O 1.91 0.62 -0.51 -0.649
H 2.36 -1.55 -0.56 0.337
```

(ii)
The following is a DFT calculation (ωB97M-V/def2-TZVPD) of one molecule with the formula C3H7NO3.

- Total charge: 0
- SMILES string: CC(C)(O)[N+](=O)[O-]
- E_LUMO: 0.69 eV

Geometry as XYZ:
```
14
Properties=species:S:1:pos:R:3:mulliken_charge:R:1
C -0.96 -0.05 -1.29 -1.418
C 0.01 0.23 -0.08 0.874
C -0.33 -0.35 1.37 -1.322
O 0.18 1.62 -0.01 -0.505
N 1.38 -0.45 -0.35 0.957
O 1.52 -1.13 -1.30 -0.597
O 2.22 -0.01 0.38 -0.585
H -0.76 0.47 -2.16 0.419
H -1.96 0.18 -1.08 0.334
H -0.67 -1.09 -1.57 0.374
H 0.02 -1.33 1.60 0.352
H -1.37 -0.21 1.58 0.346
H 0.17 0.31 2.06 0.403
H 0.55 1.83 0.84 0.368
```

The structure with the least stability is (i).

(i)
The following is a DFT calculation (ωB97M-V/def2-TZVPD) of one molecule with the formula C3H7NO3.

- Total charge: 0
- SMILES string: CC(=O)C(N)(O)O
- E_LUMO: 0.67 eV

Geometry as XYZ:
```
14
Properties=species:S:1:pos:R:3:mulliken_charge:R:1
C 1.68 -0.37 -1.06 -0.950
C 0.98 0.04 0.16 0.551
O 1.50 0.40 1.20 -0.581
C -0.63 0.07 0.11 0.771
N -1.26 -0.05 1.40 -0.707
O -1.07 -0.99 -0.68 -0.533
O -0.89 1.29 -0.49 -0.496
H 1.23 -1.24 -1.53 0.294
H 2.76 -0.40 -0.96 0.304
H 1.21 0.64 -1.47 0.219
H -0.95 -0.89 1.87 0.238
H -1.01 0.74 1.99 0.248
H -2.03 -1.06 -0.59 0.323
H -1.51 1.82 0.04 0.320
```

(ii)
The following is a DFT calculation (ωB97M-V/def2-TZVPD) of one molecule with the formula C3H7NO3.

- Total charge: 0
- SMILES string: N[C@@H](CO)C(=O)O
- E_LUMO: 0.58 eV

Geometry as XYZ:
```
14
Properties=species:S:1:pos:R:3:mulliken_charge:R:1
N 1.64 -0.22 0.53 -0.722
C 0.34 0.30 0.40 0.399
C 0.35 1.55 -0.53 -0.661
O 0.74 1.13 -1.83 -0.549
C -0.80 -0.77 0.37 0.505
O -0.47 -1.92 0.53 -0.590
O -2.02 -0.29 0.46 -0.432
H 1.53 -1.28 0.70 0.288
H 2.20 0.11 1.36 0.241
H -0.01 0.88 1.37 0.098
H -0.60 2.07 -0.44 0.396
H 1.22 2.11 -0.04 0.293
H 1.60 0.75 -1.55 0.356
H -2.72 -0.91 0.18 0.376
```

(iii)
The following is a DFT calculation (ωB97M-V/def2-TZVPD) of one molecule with the formula C3H7NO3.

- Total charge: 0
- SMILES string: CC(=O)[N@H+](O)C[O-]
- E_LUMO: 0.73 eV

Geometry as XYZ:
```
14
Properties=species:S:1:pos:R:3:mulliken_charge:R:1
C 0.03 -1.38 -1.19 -0.980
C -0.21 0.07 -0.93 0.802
O -0.42 0.93 -1.72 -0.569
N 0.66 0.75 0.45 -0.045
O 1.38 -0.18 1.23 -0.390
C -0.70 1.09 1.05 -0.372
O -1.40 0.03 0.58 -0.620
H -0.66 -1.67 -1.99 0.308
H 1.05 -1.52 -1.53 0.292
H -0.15 -2.00 -0.31 0.308
H 1.32 1.47 0.13 0.278
H 0.69 -0.82 1.49 0.358
H -0.97 2.06 0.60 0.296
H -0.61 1.16 2.14 0.334
```

(iv)
The following is a DFT calculation (ωB97M-V/def2-TZVPD) of a 2-piece molecular cluster, C3H7NO3 overall.

- Total charge: 0
- SMILES string: CC(=O)NC=O.O
- E_LUMO: 0.63 eV

Geometry as XYZ:
```
14
Properties=species:S:1:pos:R:3:mulliken_charge:R:1
C -2.05 0.09 0.14 -1.174
C -0.63 0.42 -0.25 0.713
O -0.36 1.34 -0.97 -0.554
N 0.36 -0.40 0.28 -0.044
C 0.27 -1.43 1.23 0.013
O -0.51 -2.33 1.18 -0.464
H -2.27 0.55 1.11 0.295
H -2.27 -0.97 0.17 0.343
H -2.69 0.63 -0.55 0.330
H 1.27 -0.02 0.08 0.242
H 1.02 -1.31 2.04 0.329
O 2.41 0.86 -1.51 -0.641
H 3.34 0.86 -1.73 0.290
H 2.11 1.72 -1.22 0.321
```

The structure with the least stability is (iii).